Molecular formula: C24H33Cl4F15O10
Method: DFT, wB97M-V/def2-TZVPD

```
86
Properties=species:S:1:pos:R:3:forces:R:3
C -7.473 -0.904 3.014 0.153 0.776 -0.292
C -7.285 -1.772 1.783 -0.811 -0.282 0.753
O -5.911 -2.106 1.560 0.301 -0.159 0.032
C -5.169 -1.144 1.044 -0.053 -0.354 0.087
O -5.537 -0.073 0.677 0.107 0.352 -0.182
C -3.684 -1.574 0.983 -0.009 0.251 -0.309
F -3.487 -2.843 1.320 0.054 -0.068 -0.027
F -3.208 -1.383 -0.259 -0.071 -0.077 0.232
F -2.974 -0.803 1.814 0.107 0.029 0.068
H -6.802 -0.040 3.013 0.053 -0.179 -0.054
H -7.333 -1.455 3.939 -0.019 -0.096 0.012
H -8.472 -0.466 2.982 -0.096 -0.230 0.145
H -7.732 -1.338 0.893 0.204 0.133 -0.104
H -7.773 -2.723 1.996 0.133 -0.072 -0.352
C -0.477 4.451 0.063 0.203 -0.271 0.319
C -1.196 5.541 0.820 0.404 0.267 0.259
O -2.614 5.472 0.569 -0.217 0.301 -0.067
C -3.280 4.592 1.286 -0.039 -0.004 -0.058
O -2.829 3.833 2.089 0.017 -0.207 0.234
C -4.797 4.653 0.998 -0.039 -0.538 0.012
F -5.291 3.408 0.953 0.096 0.224 0.036
F -5.417 5.308 1.985 0.004 0.106 0.042
F -5.078 5.250 -0.153 -0.062 0.165 -0.144
H -0.918 4.351 -0.925 0.175 -0.012 -0.135
H -0.541 3.496 0.585 -0.293 0.008 -0.018
H 0.592 4.651 -0.015 -0.093 0.251 -0.156
H -0.893 6.535 0.499 -0.160 -0.043 -0.246
H -1.033 5.507 1.898 -0.011 -0.218 -0.035
C 5.476 1.454 -2.500 -0.252 -0.056 -0.062
C 3.971 1.398 -2.301 0.224 -0.409 -0.374
O 3.472 2.712 -1.973 0.120 0.283 0.257
C 2.996 3.450 -2.959 -0.174 -0.288 0.151
O 2.807 3.125 -4.089 0.076 -0.039 -0.381
C 2.656 4.876 -2.496 0.608 0.223 0.173
F 3.479 5.742 -3.119 -0.184 -0.162 0.118
F 1.410 5.183 -2.812 -0.378 0.099 -0.103
F 2.813 5.049 -1.176 -0.044 0.017 -0.052
H 5.904 0.453 -2.449 -0.100 -0.045 0.058
H 5.925 2.061 -1.713 0.150 0.051 -0.157
H 5.709 1.852 -3.487 0.104 0.221 0.114
H 3.692 0.752 -1.474 -0.049 0.194 -0.067
H 3.481 1.048 -3.207 -0.130 -0.015 0.087
C 3.603 0.847 1.563 0.183 0.070 -0.266
C 4.937 0.711 0.872 0.801 0.159 0.511
O 4.947 -0.450 0.018 -0.290 0.089 -0.459
C 5.050 -1.629 0.606 0.137 0.170 0.079
O 5.339 -1.837 1.745 -0.043 -0.150 0.204
C 4.694 -2.770 -0.368 0.077 0.206 -0.268
F 5.550 -3.776 -0.240 0.054 0.006 -0.073
F 3.471 -3.206 -0.076 -0.104 -0.117 0.020
F 4.695 -2.354 -1.647 0.056 -0.188 0.202
H 3.394 -0.068 2.112 -0.177 0.091 0.143
H 2.833 1.028 0.813 -0.104 -0.101 0.057
H 3.626 1.703 2.235 -0.014 -0.061 0.118
H 5.781 0.614 1.561 -0.267 -0.064 0.167
H 5.176 1.569 0.245 -0.234 -0.186 -0.210
C 0.371 -3.051 2.151 0.883 -0.161 -0.617
C 1.128 -3.847 3.190 -0.465 0.255 0.303
O 2.313 -4.367 2.556 -0.060 -0.204 -0.238
C 2.993 -5.244 3.271 0.098 0.043 0.184
O 2.799 -5.534 4.414 -0.058 -0.110 0.107
C 4.146 -5.891 2.472 0.067 0.204 -0.318
F 3.966 -5.773 1.148 0.086 -0.112 0.292
F 5.307 -5.301 2.794 -0.196 -0.111 -0.055
F 4.231 -7.187 2.771 0.014 0.089 -0.010
H 0.315 -3.652 1.238 -0.311 -0.048 0.118
H 0.961 -2.180 1.853 -0.208 0.152 0.214
H -0.624 -2.774 2.480 -0.047 0.082 0.111
H 0.516 -4.669 3.566 0.199 -0.123 -0.049
H 1.427 -3.250 4.052 0.018 0.027 -0.034
Cl 1.562 -1.020 -1.274 -0.048 -0.235 -0.063
C -0.080 -0.576 -0.782 -0.535 0.187 0.641
C -0.199 0.918 -0.619 0.223 0.409 -0.404
Cl 0.037 1.793 -2.174 -0.056 -0.126 0.026
H -0.285 -1.011 0.199 0.219 -0.087 -0.061
H -0.818 -0.996 -1.459 0.205 0.103 -0.312
H 0.583 1.292 0.036 -0.027 -0.048 0.109
H -1.166 1.236 -0.237 -0.092 -0.249 0.018
Cl -4.611 -3.099 -6.802 0.052 -0.033 -0.012
C -4.453 -2.238 -5.246 0.338 0.044 -0.034
C -2.988 -1.987 -4.937 -0.088 -0.230 -0.114
Cl -2.883 -0.970 -3.476 0.021 0.012 0.091
H -4.873 -2.880 -4.477 -0.196 0.106 0.019
H -4.999 -1.306 -5.332 -0.090 -0.007 0.065
H -2.464 -1.471 -5.735 -0.114 0.054 -0.066
H -2.488 -2.931 -4.736 0.085 0.068 0.043
```
Forces are in eV/Å.

Properties
Energy above the lowest of the compared OMol25 structures with the same formula, charge and spin (kJ/mol): 0.00
Calculated total energy (a.u.): -5025.5705
Structure (SMILES): CCOC(=O)C(F)(F)F.CCOC(=O)C(F)(F)F.CCOC(=O)C(F)(F)F.CCOC(=O)C(F)(F)F.CCOC(=O)C(F)(F)F.ClCCCl.ClCCCl
F_max (eV/A): 1.142
Orbital gap (eV): 11.3